1.
DFT (the ωB97M-V functional and the def2-TZVPD basis) results for C49H44KN10O4PSe as an isolated structure.

ORCA input file:
```
! RIJCOSX wB97M-V def2-TZVPD def2/J DEFGRID3
* xyz 0 1
K 0.976 -0.413 0.443
C -0.551 -0.216 3.526
N 0.742 0.356 3.165
C 1.444 1.103 4.184
C 2.807 1.449 3.666
N 3.266 1.173 2.484
C 4.538 1.722 2.450
C 5.468 1.743 1.415
C 6.672 2.385 1.639
C 6.953 3.000 2.867
C 6.040 2.992 3.907
C 4.832 2.346 3.673
N 3.700 2.153 4.439
C -1.642 0.441 2.736
N -1.428 1.323 1.804
C -2.688 1.670 1.325
C -3.056 2.591 0.349
C -4.404 2.747 0.085
C -5.373 2.006 0.773
C -5.025 1.087 1.745
C -3.670 0.939 2.006
N -2.968 0.158 2.909
H -0.765 -0.109 4.594
H -0.559 -1.287 3.290
H 0.548 1.026 2.421
H 1.547 0.493 5.087
H 0.935 2.038 4.471
H 5.231 1.271 0.471
H 7.417 2.418 0.855
H 7.908 3.491 3.006
H 6.264 3.468 4.854
H 3.553 2.448 5.387
H -2.300 3.161 -0.171
H -4.722 3.455 -0.670
H -6.419 2.149 0.531
H -5.777 0.508 2.266
H -3.347 -0.537 3.527
O 0.653 3.400 -0.669
N 0.013 2.364 -1.327
C -0.644 2.812 -2.316
C -1.447 2.035 -3.279
C -1.719 2.711 -4.474
C -2.442 2.121 -5.493
C -2.914 0.827 -5.335
C -2.663 0.151 -4.153
C -1.950 0.735 -3.105
P -1.632 -0.255 -1.586
C -3.254 -0.941 -1.113
C -3.201 -1.930 -0.122
C -4.369 -2.499 0.360
C -5.604 -2.067 -0.112
C -5.662 -1.063 -1.064
C -4.493 -0.499 -1.563
C -0.804 -1.665 -2.420
C 0.480 -1.410 -2.906
C 1.189 -2.400 -3.568
C 0.633 -3.659 -3.739
C -0.638 -3.920 -3.252
C -1.358 -2.927 -2.600
H 0.909 3.075 0.222
H -0.605 3.887 -2.507
H -1.342 3.719 -4.602
H -2.630 2.667 -6.408
H -3.471 0.345 -6.128
H -3.018 -0.865 -4.032
H -2.235 -2.266 0.251
H -4.310 -3.292 1.096
H -6.516 -2.513 0.264
H -6.622 -0.711 -1.423
H -4.555 0.288 -2.303
H 0.927 -0.428 -2.773
H 2.184 -2.191 -3.941
H 1.196 -4.439 -4.234
H -1.072 -4.905 -3.367
H -2.346 -3.150 -2.217
O 1.269 -4.136 -0.444
C 0.284 -3.833 0.243
O -0.001 -2.688 0.702
C -0.737 -4.924 0.548
C -1.722 -4.738 1.511
C -2.662 -5.729 1.760
C -2.635 -6.912 1.034
C -1.654 -7.104 0.068
C -0.707 -6.117 -0.165
H -1.736 -3.803 2.058
H -3.420 -5.580 2.521
H -3.373 -7.682 1.221
H -1.628 -8.026 -0.500
H 0.075 -6.243 -0.903
C 2.689 5.343 3.117
C 1.839 4.786 2.002
N 1.401 5.668 1.070
O 1.574 3.590 1.953
H 2.714 6.431 3.133
H 3.701 4.954 2.993
H 2.309 4.973 4.067
H 1.752 6.608 1.060
H 0.951 5.301 0.244
Se 4.036 -3.009 0.143
N 4.739 -2.816 -1.457
C 4.415 -1.601 -1.863
C 4.736 -1.037 -3.134
C 4.280 0.214 -3.390
C 3.514 0.919 -2.401
N 3.207 0.473 -1.220
C 3.654 -0.799 -0.940
N 3.388 -1.376 0.220
H 5.311 -1.616 -3.844
H 4.471 0.707 -4.333
H 3.153 1.914 -2.645
*
```

These are the Löwdin partial charges, in e, on atoms 1 to 99:
1. K 0.638
2. C -0.125
3. N -0.096
4. C -0.147
5. C -0.319
6. N 0.186
7. C -0.217
8. C -0.007
9. C -0.095
10. C -0.105
11. C -0.037
12. C -0.212
13. N 0.159
14. C -0.304
15. N 0.170
16. C -0.229
17. C -0.020
18. C -0.091
19. C -0.101
20. C -0.024
21. C -0.194
22. N 0.176
23. H 0.126
24. H 0.120
25. H 0.035
26. H 0.128
27. H 0.128
28. H 0.094
29. H 0.097
30. H 0.097
31. H 0.104
32. H 0.157
33. H 0.095
34. H 0.100
35. H 0.102
36. H 0.111
37. H 0.162
38. O -0.093
39. N 0.001
40. C -0.131
41. C -0.198
42. C -0.049
43. C -0.077
44. C -0.068
45. C -0.089
46. C -0.288
47. P 1.104
48. C -0.366
49. C -0.108
50. C -0.074
51. C -0.094
52. C -0.093
53. C -0.092
54. C -0.366
55. C -0.103
56. C -0.071
57. C -0.077
58. C -0.073
59. C -0.077
60. H 0.059
61. H 0.127
62. H 0.108
63. H 0.104
64. H 0.106
65. H 0.111
66. H 0.079
67. H 0.091
68. H 0.099
69. H 0.103
70. H 0.099
71. H 0.090
72. H 0.094
73. H 0.105
74. H 0.106
75. H 0.105
76. O -0.067
77. C -0.655
78. O -0.191
79. C -0.131
80. C -0.053
81. C -0.101
82. C -0.103
83. C -0.087
84. C -0.032
85. H 0.102
86. H 0.095
87. H 0.095
88. H 0.097
89. H 0.111
90. C 0.009
91. C -0.546
92. N 0.181
93. O 0.024
94. H 0.075
95. H 0.083
96. H 0.083
97. H 0.102
98. H 0.086
99. Se 1.240

=====

2.
DFT (the ωB97M-V functional and the def2-TZVPD basis) results for C49H59GeIN2O5SSn as an isolated structure.

ORCA input file:
```
! RIJCOSX wB97M-V def2-TZVPD def2/J DEFGRID3
* xyz -2 1
Sn 0.557 -0.654 0.135
C -2.430 4.481 5.258
C -2.826 4.973 3.868
C -4.348 5.182 3.847
C -2.120 6.314 3.616
C -2.427 3.988 2.774
C -1.782 2.839 3.025
C -1.398 1.936 1.951
N -0.696 0.871 2.046
C -0.148 0.303 3.196
C 0.304 0.997 4.323
C 0.848 0.327 5.397
C 0.917 -1.074 5.322
C 0.570 -1.802 4.203
C 0.089 -1.094 3.065
O -0.107 -1.693 1.930
C 0.794 -3.312 4.112
C 1.209 -3.914 5.458
C -0.497 -4.017 3.668
C 1.917 -3.599 3.102
C 1.429 1.039 6.616
C 2.922 0.703 6.743
C 0.696 0.583 7.887
C 1.294 2.558 6.512
C -1.988 2.202 0.582
O -2.035 1.319 -0.244
C -2.605 3.542 0.343
C -2.785 4.340 1.405
C -3.087 3.898 -1.059
C -1.951 3.743 -2.075
C -3.588 5.344 -1.124
C -4.258 2.981 -1.448
H -2.742 5.213 6.007
H -2.904 3.528 5.498
H -1.349 4.355 5.342
H -4.643 5.871 4.643
H -4.688 5.600 2.899
H -4.866 4.234 4.002
H -2.394 7.035 4.392
H -1.037 6.182 3.631
H -2.390 6.741 2.650
H -1.558 2.545 4.037
H 0.319 2.075 4.292
H 1.322 -1.605 6.174
H 0.457 -3.735 6.233
H 1.321 -4.995 5.341
H 2.167 -3.520 5.805
H -1.292 -3.854 4.402
H -0.825 -3.647 2.699
H -0.321 -5.095 3.590
H 2.839 -3.097 3.404
H 2.105 -4.678 3.057
H 1.662 -3.239 2.106
H 3.076 -0.368 6.879
H 3.456 1.001 5.839
H 3.362 1.223 7.602
H 0.794 -0.494 8.033
H 1.107 1.083 8.770
H -0.369 0.815 7.819
H 1.810 2.945 5.632
H 0.245 2.861 6.457
H 1.732 3.028 7.397
H -3.256 5.303 1.263
H -1.083 4.343 -1.801
H -1.613 2.712 -2.138
H -2.305 4.057 -3.062
H -2.804 6.051 -0.840
H -3.885 5.570 -2.151
H -4.458 5.507 -0.482
H -3.955 1.938 -1.443
H -5.098 3.111 -0.758
H -4.601 3.242 -2.454
I 3.045 0.021 1.601
O 0.421 3.469 0.078
N 0.779 2.442 -0.506
S 1.678 2.619 -1.921
O -0.398 -3.420 -0.710
C 0.839 -3.512 -0.728
O 1.667 -2.637 -0.320
C 1.475 -4.791 -1.291
C 0.449 -5.688 -1.957
Ge -0.468 -4.914 -3.506
C 0.306 -5.624 -5.179
C -0.135 -5.115 -6.402
C 0.381 -5.578 -7.604
C 1.365 -6.558 -7.606
C 1.826 -7.066 -6.401
C 1.297 -6.602 -5.202
C -2.332 -5.528 -3.395
C -3.054 -5.207 -2.243
C -4.371 -5.617 -2.089
C -4.990 -6.362 -3.086
C -4.283 -6.694 -4.233
C -2.965 -6.278 -4.383
C -0.445 -2.979 -3.666
C -1.601 -2.217 -3.530
C -1.541 -0.830 -3.562
C -0.321 -0.189 -3.714
C 0.840 -0.938 -3.852
C 0.774 -2.323 -3.839
H 1.924 -5.304 -0.433
H 2.305 -4.515 -1.946
H -0.340 -5.919 -1.240
H 0.880 -6.641 -2.282
H -0.883 -4.329 -6.413
H 0.023 -5.165 -8.540
H 1.776 -6.916 -8.542
H 2.604 -7.820 -6.391
H 1.675 -7.009 -4.271
H -2.575 -4.627 -1.458
H -4.915 -5.352 -1.190
H -6.018 -6.682 -2.968
H -4.758 -7.277 -5.014
H -2.425 -6.545 -5.286
H -2.558 -2.702 -3.377
H -2.444 -0.248 -3.424
H -0.248 0.889 -3.669
H 1.793 -0.425 -3.914
H 1.693 -2.895 -3.938
*
```

These are the Löwdin partial charges, in e, on atoms 1 to 99:
1. Sn 1.030
2. C -0.069
3. C -0.557
4. C -0.051
5. C -0.045
6. C -0.154
7. C 0.049
8. C -0.169
9. N 0.129
10. C -0.233
11. C 0.002
12. C -0.183
13. C 0.010
14. C -0.093
15. C -0.381
16. O -0.295
17. C -0.529
18. C -0.085
19. C -0.045
20. C -0.044
21. C -0.558
22. C -0.050
23. C -0.059
24. C -0.071
25. C -0.301
26. O 0.041
27. C -0.081
28. C 0.025
29. C -0.533
30. C -0.054
31. C -0.077
32. C -0.044
33. H 0.081
34. H 0.090
35. H 0.075
36. H 0.078
37. H 0.073
38. H 0.090
39. H 0.079
40. H 0.094
41. H 0.075
42. H 0.085
43. H 0.097
44. H 0.088
45. H 0.080
46. H 0.075
47. H 0.076
48. H 0.082
49. H 0.074
50. H 0.076
51. H 0.077
52. H 0.079
53. H 0.055
54. H 0.074
55. H 0.092
56. H 0.075
57. H 0.072
58. H 0.074
59. H 0.084
60. H 0.091
61. H 0.069
62. H 0.078
63. H 0.086
64. H 0.071
65. H 0.060
66. H 0.082
67. H 0.089
68. H 0.078
69. H 0.075
70. H 0.073
71. H 0.083
72. H 0.079
73. I 0.017
74. O -0.263
75. N -0.686
76. S 0.311
77. O -0.051
78. C -0.725
79. O -0.253
80. C -0.172
81. C -0.263
82. Ge 1.028
83. C -0.262
84. C -0.115
85. C -0.101
86. C -0.114
87. C -0.106
88. C -0.106
89. C -0.256
90. C -0.104
91. C -0.091
92. C -0.115
93. C -0.111
94. C -0.109
95. C -0.284
96. C -0.104
97. C -0.083
98. C -0.107
99. C -0.089

=====

Number 1: E_HOMO -7.621 eV. Number 2: E_HOMO -1.836 eV.